# H3N3O2

A single H3N3O2 molecule (wB97M-V/def2-TZVPD, the Open Molecules 2025 dataset).

The geometry in XYZ format:
```
8
Properties=species:S:1:pos:R:3:forces:R:3:mulliken_charge:R:1
N 0.28922 -0.23808 1.28006 0.318 1.808 -2.043 -0.3086
N -0.61786 -0.01024 -1.48984 2.738 -1.491 -0.888 -0.7727
N -1.40238 0.38236 -0.65656 1.412 -0.597 -0.016 1.2762
O -0.88415 0.36724 0.62385 -0.284 0.773 3.599 -0.3509
O -2.47416 0.88617 -0.68066 -1.597 0.576 -0.058 -0.6093
H 1.01278 -0.59031 0.66134 -0.435 0.126 -0.641 0.2776
H -0.06642 -0.95292 1.84056 -1.049 -1.529 0.659 0.2421
H -0.88182 0.05850 -2.44569 -1.103 0.333 -0.613 0.2454
```
Forces are in eV/Å.

Calculated values
**E_LUMO**: 1.1 eV
**Energy relative to the best compared isomer or geometry (same formula, charge and spin)**: 213.3 kJ/mol
**SMILES string**: [H]/N=[N+](\[O-])ON
**Charge**: 0
**Molar mass**: 77.04 g/mol
**Largest force on an atom**: 3.7 eV/A
**Kohn-Sham gap**: 11.372 eV